Here is C25H19BrFIN7O6S2V as an isolated structure from the OMol25 dataset. Energies are from ωB97M-V/def2-TZVPD.

Atoms and positions in Å:
V (-0.19946, -0.61047, 0.49565)
C (4.25670, -4.13424, 1.10648)
S (3.11770, -3.56764, 2.38285)
C (2.08069, -2.47192, 1.47791)
S (0.93749, -1.59957, 2.42574)
N (2.24747, -2.39148, 0.19362)
N (1.39532, -1.48307, -0.39357)
C (1.51844, -1.37344, -1.70111)
C (0.70402, -0.38461, -2.33361)
C (0.78352, -0.03889, -3.69120)
C (0.03826, 1.02129, -4.15213)
C (-0.76548, 1.73765, -3.26207)
C (-0.81962, 1.31920, -1.94820)
N (-0.13144, 0.27099, -1.49466)
H (4.83605, -4.94352, 1.54947)
H (4.92275, -3.33135, 0.79716)
H (3.70524, -4.49887, 0.24466)
H (2.23616, -1.98066, -2.23862)
H (1.44443, -0.59305, -4.34452)
H (0.09230, 1.31134, -5.19413)
H (-1.34168, 2.59444, -3.58069)
H (-1.42930, 1.83401, -1.21581)
Br (-1.15894, 1.48761, 3.62844)
C (-2.36497, 0.19413, 2.97129)
C (-3.50728, -0.02585, 3.72944)
C (-4.42382, -0.95843, 3.28639)
C (-4.15584, -1.65270, 2.12149)
C (-2.97950, -1.38629, 1.44759)
N (-2.09682, -0.45130, 1.84226)
C (-2.61217, -2.23393, 0.24041)
O (-3.50461, -2.88426, -0.28873)
O (-1.38099, -2.18209, -0.08629)
H (-3.65118, 0.53056, 4.64295)
H (-5.32558, -1.14776, 3.85492)
H (-4.81313, -2.40452, 1.71071)
I (-4.60471, 1.87716, -0.37281)
C (-4.30687, 0.44554, -1.88845)
C (-5.23908, 0.32197, -2.90988)
C (-4.98523, -0.63828, -3.87504)
C (-3.84465, -1.42146, -3.77370)
C (-2.99297, -1.21212, -2.70343)
N (-3.21946, -0.27663, -1.78150)
H (-6.11902, 0.94734, -2.94152)
H (-5.67950, -0.77741, -4.69446)
H (-3.62477, -2.19084, -4.50065)
H (-2.10311, -1.81156, -2.54791)
F (4.21960, 1.46504, 4.62551)
C (4.26334, 2.02409, 3.40859)
C (3.41864, 1.65472, 2.44078)
N (3.46178, 2.20849, 1.18175)
C (2.44220, 1.79882, 0.21822)
C (1.05126, 2.23717, 0.72062)
O (0.84207, 3.42729, 0.89913)
O (0.24682, 1.27763, 0.97397)
C (4.37309, 3.18153, 0.84802)
O (4.47287, 3.68638, -0.25072)
N (5.21990, 3.54072, 1.88729)
C (5.26861, 3.04835, 3.18537)
O (6.07844, 3.45694, 3.99159)
H (2.66028, 0.89359, 2.60071)
H (2.48761, 0.71697, 0.10203)
H (2.66753, 2.28857, -0.72557)
H (5.89062, 4.25872, 1.65796)

Values from the calculation:
* gap between HOMO and LUMO (alpha / beta): 5.88 / 7.39 eV
* energy relative to the best compared isomer or geometry (same formula, charge and spin): 6.8 kcal per mole
* largest force on an atom: 0.01286 Eh/bohr
* highest occupied orbital energy (alpha / beta): -3.82 / -5.47 eV
* multiplicity: 4
* total charge: -1
* E_LUMO (alpha / beta): 2.06 / 1.92 eV
* ⟨S²⟩: 3.79